Record 1
Formula: C5H13NO
Source: OMol25
Level of theory: ωB97M-V/def2-TZVPD

Atoms and positions in Å:
C  0.819045  0.032120  -1.621760
N  -0.023393  0.861434  -0.698492
C  -1.457334  0.609289  -0.407858
C  0.771224  0.992644  0.520777
C  2.243270  0.656592  0.320298
C  2.203503  0.397362  -1.190447
H  0.594740  0.412478  -2.634102
H  0.612596  -1.084333  -1.470735
H  -1.638958  -0.425538  -0.288726
H  -1.989032  0.980597  -1.383683
H  -1.747642  1.239659  0.395496
H  0.222290  0.268667  1.171454
H  0.718438  1.971859  0.922412
H  2.765284  -0.065312  1.043023
H  2.843772  1.771740  0.334723
H  2.522405  1.345610  -1.646243
H  2.940408  -0.270753  -1.532860
H  -4.875794  -3.066279  2.350085
H  -3.462300  -3.720982  2.890955
O  -4.062524  -2.906849  2.925679

Cartesian forces (eV/Å) of the 2 atoms listed first:
C -2.13 -0.05 0.76
N 1.25 0.56 -0.37

## Properties
SMILES string	CN1CCCC1.O
gap between HOMO and LUMO	0.3216	Ha
E_tot	-8931.3675	eV
M	103.16	g/mol

---

Record 2
Formula: C3H8NO2
Source: OMol25
Level of theory: ωB97M-V/def2-TZVPD

Atoms and positions in Å:
O  0.008372  0.213994  1.302708
C  -0.919208  -0.043496  2.017591
O  -1.430935  -1.288148  2.149171
H  -1.362904  0.663203  2.732845
H  -0.904976  -1.814341  2.765611
C  0.282738  1.184163  -2.601325
C  1.499919  -0.521332  -1.382764
N  0.719109  0.483473  -1.367115
H  -0.766794  1.463148  -2.481408
H  0.348415  0.461778  -3.406521
H  0.795005  2.138120  -2.615385
H  1.793997  -0.998050  -2.309382
H  1.915052  -0.801407  -0.419562
H  0.165031  0.627478  -0.512996

Cartesian forces (eV/Å) of the 2 atoms listed first:
O -0.26 0.25 -0.52
C 0.43 -0.60 1.22

## Properties
gap between HOMO and LUMO	0.3807	Ha
E_tot	-8817.9178	eV
M	90.10	g/mol
total charge	+1

---

Record 3
Formula: C43H60BCl3CsN7O4S4SiTe
Source: OMol25
Level of theory: ωB97M-V/def2-TZVPD

Atoms and positions in Å:
Cs  -1.400402  -0.361355  1.183086
C  0.491662  -1.151381  -3.746081
C  1.525283  -0.052767  -4.013464
C  0.890015  1.335328  -4.079422
C  2.184473  -0.351276  -5.360007
N  2.585590  -0.055727  -2.967860
C  3.936957  -0.222547  -3.218894
C  4.567909  -0.164545  -2.032764
N  3.633040  0.055950  -1.045775
B  4.151309  0.125447  0.433235
N  3.076318  -0.363556  1.428957
C  2.397511  -1.528919  1.143340
C  1.678241  -1.881312  2.219686
N  1.913260  -0.917136  3.197255
C  2.799232  0.009904  2.705859
S  3.460880  1.341310  3.561042
C  1.330233  -0.973644  4.565213
C  2.443547  -1.138501  5.599978
C  0.421909  -2.199867  4.660878
C  0.481874  0.271361  4.827800
N  4.863722  1.458633  0.776502
C  6.090367  1.390293  1.398044
C  6.437894  2.621267  1.794503
N  5.415447  3.480843  1.410462
C  4.453925  2.755166  0.746305
S  3.100341  3.310512  -0.110242
C  5.419659  4.869576  1.941342
C  4.180394  5.691658  1.611569
C  6.645318  5.588050  1.370703
C  5.512271  4.777210  3.469881
C  2.405816  0.147081  -1.626034
S  0.928263  0.380546  -0.821214
H  -0.135090  -1.254906  -4.635963
H  -0.134886  -0.927511  -2.890433
H  0.970813  -2.112774  -3.546116
H  0.107829  1.337979  -4.842727
H  1.639399  2.085596  -4.340637
H  0.446428  1.600890  -3.122937
H  1.395614  -0.373980  -6.111980
H  2.679777  -1.324003  -5.363648
H  2.901058  0.420145  -5.649859
H  4.329996  -0.390367  -4.202552
H  5.611813  -0.260180  -1.794409
H  5.074388  -0.667782  0.462809
H  2.449029  -2.005008  0.178896
H  0.987973  -2.694483  2.344429
H  3.001776  -2.056395  5.398350
H  1.990892  -1.220818  6.591533
H  3.127925  -0.295211  5.581048
H  0.976877  -3.131123  4.529501
H  -0.402474  -2.186968  3.946973
H  -0.009607  -2.206526  5.663474
H  1.075855  1.178344  4.765283
H  0.040189  0.193791  5.824264
H  -0.341016  0.341110  4.113586
H  6.589215  0.449694  1.538808
H  7.301400  2.957382  2.336640
H  4.042459  5.838638  0.546372
H  4.323886  6.660196  2.102668
H  3.274487  5.230319  1.995207
H  6.578265  5.637561  0.282843
H  7.574615  5.080704  1.636185
H  6.690944  6.605590  1.764441
H  4.685767  4.178749  3.854891
H  5.458567  5.782391  3.893544
H  6.445301  4.320197  3.801642
C  -1.354944  -7.365218  -4.863981
Si  -0.571247  -6.270052  -3.533210
C  0.163682  -7.453811  -2.292517
C  0.764780  -5.304396  -4.410676
C  -1.943890  -5.198308  -2.853357
C  -3.231351  -5.296661  -3.354008
C  -4.254059  -4.491212  -2.856206
C  -3.909582  -3.595195  -1.859986
N  -2.687503  -3.457398  -1.358790
C  -1.694428  -4.245815  -1.825129
S  -0.092123  -4.084546  -1.166187
H  -0.596698  -8.040038  -5.271485
H  -1.758782  -6.777857  -5.692483
H  -2.163388  -7.981460  -4.461964
H  0.793591  -8.181012  -2.814394
H  -0.632162  -7.998098  -1.777434
H  0.750098  -6.921653  -1.546561
H  1.412833  -5.985181  -4.971469
H  1.361770  -4.735288  -3.700170
H  0.314320  -4.601876  -5.117217
H  -3.453337  -6.009933  -4.141031
H  -5.269336  -4.549903  -3.225214
H  -4.663946  -2.935596  -1.436175
O  -0.460328  3.211425  0.141141
H  0.089309  2.510877  -0.257829
H  0.160184  3.609148  0.764360
O  -1.643720  -3.161449  1.475383
H  -1.105059  -3.495022  0.719653
H  -2.482365  -2.945500  1.044820
Cl  -5.018642  0.636082  5.267679
C  -4.314319  -0.659061  4.270448
Cl  -3.033155  -1.485176  5.200930
Cl  -5.585184  -1.828349  3.883692
C  -3.639838  -0.052215  2.974433
O  -2.995719  0.989737  3.162622
O  -3.767673  -0.709908  1.936811
Te  -3.478860  2.646051  0.798618
C  -4.191953  3.707790  -0.901584
C  -4.545273  5.050555  -0.804356
C  -5.049277  5.731983  -1.905168
C  -5.202150  5.078360  -3.119377
C  -4.840462  3.743158  -3.229775
C  -4.334849  3.064735  -2.128352
C  -5.442191  2.050094  1.335609
C  -6.130577  2.759781  2.314223
C  -7.415100  2.384180  2.688750
C  -8.020677  1.292902  2.083977
C  -7.334889  0.574348  1.114105
C  -6.049189  0.945382  0.746588
H  -4.425145  5.566639  0.140213
H  -5.320354  6.777242  -1.811860
H  -5.595506  5.609024  -3.978164
H  -4.945249  3.225693  -4.175851
H  -4.043444  2.025892  -2.224725
H  -5.649379  3.599022  2.801000
H  -7.932362  2.938568  3.462885
H  -9.017408  0.990434  2.382496
H  -7.791989  -0.294938  0.656834
H  -5.503225  0.354179  0.023406

Cartesian forces (eV/Å) of the 2 atoms listed first:
Cs 2.32 0.41 -0.91
C 0.04 -0.03 -0.03

## Properties
gap between HOMO and LUMO	0.2266	Ha
E_tot	-161498.6961	eV
M	1273.03	g/mol
total charge	-2

---

Record 4
Formula: C7H12O4S2
Source: OMol25
Level of theory: ωB97M-V/def2-TZVPD

Atoms and positions in Å:
C  -3.239120  2.463005  -0.102041
C  4.508289  -0.639100  0.548530
C  -2.752537  1.514597  0.623860
C  4.249771  0.369867  -0.291672
C  -2.744309  -1.431308  -0.581203
C  -0.571400  -2.049707  0.657530
C  -1.587609  -1.182561  0.000254
O  -1.094178  1.106194  -1.325981
O  -0.256323  0.858471  0.990596
O  1.937192  1.692233  -0.473394
O  2.021044  -0.841272  -1.089748
S  -1.304304  0.589266  -0.009174
S  2.653961  0.469063  -1.334809
H  -3.912172  3.092566  0.322394
H  -2.807034  2.637917  -1.186901
H  5.413843  -0.818859  1.082116
H  3.683487  -1.319525  0.734079
H  -2.943872  1.122818  1.647658
H  4.859535  1.145376  -0.617182
H  -3.258206  -2.457360  -0.789085
H  -3.189613  -0.632027  -1.141227
H  1.162678  1.156947  -0.042355
H  0.461452  -2.160345  0.099682
H  -0.375611  -1.525701  1.593410
H  -0.914966  -3.160562  0.684675

Cartesian forces (eV/Å) of the 2 atoms listed first:
C 2.19 -0.10 -3.67
C -1.48 1.00 -1.12

## Properties
gap between HOMO and LUMO	0.3470	Ha
E_tot	-37309.0693	eV
M	224.30	g/mol

---

Record 5
Formula: C3H11N5
Source: OMol25
Level of theory: ωB97M-V/def2-TZVPD

Atoms and positions in Å:
C  -1.440669  1.115709  1.328474
N  -0.129993  0.724951  0.876009
N  0.549425  1.775387  0.231716
N  0.657885  0.030213  2.024718
N  1.678130  -0.567502  1.856930
H  1.255104  1.369916  -0.380563
H  1.019671  2.377061  0.915846
H  2.030693  -0.662780  0.796299
H  -2.034521  1.482693  0.486771
H  -1.383703  1.901939  2.094151
H  -1.920508  0.238155  1.763035
C  -0.720875  -1.097973  -1.954244
C  0.231316  -1.521734  -0.891433
N  1.474102  -1.286361  -0.829861
H  1.883015  -0.972453  -1.712034
H  -0.219559  -1.923256  0.010872
H  -1.308936  -1.953462  -2.285270
H  -0.207997  -0.659460  -2.810632
H  -1.412583  -0.371044  -1.520782

Cartesian forces (eV/Å) of the 2 atoms listed first:
C 0.24 0.12 0.72
N 1.40 -1.07 -0.64

## Properties
SMILES string	[H]/N=N\N(C)N.[H]/N=C\C
gap between HOMO and LUMO	0.3232	Ha
E_tot	-10736.0434	eV
M	117.16	g/mol

---

Record 6
Formula: C30H26BiCl2P
Source: OMol25
Level of theory: ωB97M-V/def2-TZVPD

Atoms and positions in Å:
C  -0.948785  -1.731363  3.281330
C  -0.848585  -2.275663  1.971130
C  0.546815  -2.471263  1.683030
H  -1.662085  -2.467363  1.293830
C  1.285915  -2.102263  2.835530
C  0.382815  -1.588163  3.800230
H  0.646715  -1.170263  4.756230
H  -1.852285  -1.427963  3.780030
H  0.955315  -2.841763  0.758830
H  2.359015  -2.058363  2.900730
Bi  0.143915  -0.386163  2.025830
Cl  1.992615  0.875237  1.593330
P  0.260215  -0.038163  -1.786470
C  1.364615  -1.101063  -2.803770
C  0.945515  -1.814563  -3.924470
H  -0.087185  -1.762663  -4.239070
C  1.845915  -2.590563  -4.641170
H  1.505915  -3.141463  -5.508370
C  3.176515  -2.656963  -4.253870
H  3.877115  -3.261163  -4.815170
C  3.603715  -1.948563  -3.138370
H  4.638315  -1.999963  -2.825770
C  2.702315  -1.185563  -2.413170
H  3.036915  -0.646663  -1.534970
C  -1.394485  -0.469863  -2.465270
C  -2.027885  -1.593263  -1.930870
H  -1.542785  -2.154563  -1.141470
C  -3.267185  -1.996863  -2.401770
H  -3.743485  -2.872663  -1.981070
C  -3.902785  -1.270163  -3.400070
H  -4.875185  -1.578163  -3.761470
C  -3.287285  -0.144063  -3.927270
H  -3.777585  0.427737  -4.704370
C  -2.039085  0.252137  -3.467170
H  -1.563485  1.125837  -3.889770
C  0.546315  1.616237  -2.538770
C  1.246815  1.822537  -3.725170
H  1.660815  0.978037  -4.257470
C  1.414815  3.105337  -4.228270
H  1.963115  3.251337  -5.149770
C  0.878415  4.195737  -3.558870
H  1.009315  5.194637  -3.953770
C  0.177815  3.999537  -2.375770
H  -0.237985  4.845537  -1.844470
C  0.022515  2.720737  -1.864670
H  -0.511785  2.573837  -0.933770
Cl  -3.213685  0.346537  5.604730
C  -1.543785  0.858337  5.836830
C  -1.072685  0.949137  7.152730
C  0.239215  1.349237  7.408730
C  1.090215  1.668337  6.350430
C  0.632715  1.584137  5.032330
C  -0.683585  1.171737  4.756030
C  -1.126685  1.069437  3.313530
H  -1.725685  0.706437  7.981930
H  0.595915  1.412837  8.428930
H  2.107215  1.978737  6.551630
H  1.309815  1.832437  4.227530
H  -1.042685  2.070237  2.840530
H  -2.186485  0.765537  3.220030

Cartesian forces (eV/Å) of the 2 atoms listed first:
C -1.16 -4.38 1.77
C -0.94 -4.83 1.61

## Properties
gap between HOMO and LUMO	0.2532	Ha
E_tot	-71699.2727	eV
M	697.40	g/mol

---

Record 7
Formula: C37H56N5OP2Si2Ta
Source: OMol25
Level of theory: ωB97M-V/def2-TZVPD

Atoms and positions in Å:
Ta  0.236952  1.245551  1.437850
C  -4.839528  0.837712  1.158668
Si  -3.478887  1.946184  1.759057
C  -3.623115  1.874618  3.606392
C  -3.644362  3.722309  1.129096
N  -1.725980  1.242978  1.282154
P  -1.610554  -0.087639  0.196826
C  0.209121  -0.278971  0.282339
P  0.911765  -1.613372  -0.608225
N  2.531382  -1.846995  0.000077
Si  3.837576  -2.998497  -0.415549
C  4.844864  -2.136814  -1.728410
C  4.713560  -3.416529  1.270921
C  3.148013  -4.662920  -1.168909
C  0.125500  -3.086104  -0.201047
C  -0.852395  -3.694920  -0.932415
C  -1.315923  -4.964832  -0.572534
C  -0.675557  -5.676385  0.418123
C  0.235129  -5.015170  1.268233
C  0.594274  -3.728795  1.030146
C  1.160129  -1.263744  -2.339880
C  0.896393  -2.209101  -3.365324
C  1.045986  -1.930275  -4.700092
C  1.436884  -0.596727  -5.102602
C  1.668712  0.330293  -4.134765
C  1.579912  0.028505  -2.759264
C  -2.405769  0.385502  -1.315985
C  -3.799349  0.274750  -1.559705
C  -4.294623  0.518404  -2.865147
C  -3.474539  1.128995  -3.788712
C  -2.109706  1.247137  -3.541725
C  -1.518103  0.829848  -2.343107
C  -2.486300  -1.565536  0.782540
C  -2.461879  -1.924834  2.192345
C  -3.441546  -2.836690  2.700453
C  -4.235671  -3.541318  1.762326
C  -4.051398  -3.345041  0.381017
C  -3.240352  -2.339044  -0.111693
H  -4.643031  -0.236323  1.407832
H  -5.187089  0.906491  0.118219
H  -5.734504  1.178469  1.676732
H  -3.725845  0.794373  3.923020
H  -4.537877  2.371287  3.861532
H  -2.766750  2.246788  4.247978
H  -4.589448  4.158700  1.489910
H  -3.454215  3.741797  0.030974
H  -2.889303  4.328606  1.580456
H  5.746303  -1.598284  -1.363192
H  4.185228  -1.376514  -2.171392
H  5.221053  -2.837732  -2.431801
H  5.638251  -3.956067  0.975699
H  4.222905  -4.220323  1.817577
H  4.954509  -2.641517  1.996498
H  2.316925  -4.422850  -1.865401
H  2.811358  -5.425095  -0.499247
H  3.939005  -5.126200  -1.760899
H  -1.146718  -3.257955  -1.843301
H  -2.107655  -5.443123  -1.092951
H  -0.877957  -6.735754  0.404360
H  0.659647  -5.472398  2.134884
H  1.252831  -3.148063  1.683440
H  0.450362  -3.236261  -3.170453
H  0.764931  -2.697810  -5.480724
H  1.386714  -0.330404  -6.174293
H  2.002062  1.343216  -4.286811
H  1.992485  0.777775  -2.049365
H  -4.337358  -0.376248  -0.857013
H  -5.323795  0.327432  -3.138299
H  -3.920015  1.420375  -4.754089
H  -1.464322  1.620192  -4.306923
H  -0.416357  0.911939  -2.190576
H  -1.820466  -1.403341  2.904032
H  -3.504167  -3.057877  3.777571
H  -5.010031  -4.165275  2.073393
H  -4.705332  -3.843175  -0.291709
H  -3.058833  -2.100908  -1.125490
N  1.629350  5.935938  2.977089
C  1.788980  4.851903  1.936694
C  3.209653  4.260640  1.956035
C  3.417911  3.000028  1.174628
N  2.588962  1.794430  1.725474
C  2.982399  3.183106  -0.241608
C  1.614096  3.954057  -0.370364
N  0.414907  3.089730  -0.045777
C  1.587924  5.226555  0.479079
H  2.039897  5.652703  3.845623
H  0.640969  6.224875  3.159166
H  2.054248  6.858344  2.717937
H  1.109965  3.982936  2.162128
H  3.522510  4.283059  3.015905
H  3.916931  5.045097  1.514759
H  4.485942  2.781921  1.237417
H  2.615325  1.893611  2.786048
H  3.149722  0.989398  1.456986
H  2.794656  2.274165  -0.793530
H  3.662662  3.833491  -0.857771
H  1.529255  4.153411  -1.441952
H  0.041719  2.669652  -0.945235
H  -0.379856  3.709348  0.345509
H  0.659865  5.816638  0.295864
H  2.414646  5.828170  0.011219
O  0.673436  0.486630  3.217325
H  2.814528  -1.213822  0.896986
H  0.805284  -0.436492  3.430715

Cartesian forces (eV/Å) of the 2 atoms listed first:
Ta 0.36 -1.33 1.58
C -0.21 -0.62 -0.56

## Properties
gap between HOMO and LUMO	0.2460	Ha
E_tot	-84626.4613	eV
M	885.96	g/mol
total charge	+4